Density functional theory data (ωB97M-V/def2-TZVPD) for a molecular structure, C38H51AsCl3N2O3PtSi at a distorted geometry.

```
100
Properties=species:S:1:pos:R:3:forces:R:3:lowdin_spin:R:1
C -2.91013 3.90877 -2.38208 -0.22 -0.12 -0.23 0.00
C -2.89158 3.71959 -0.90253 0.31 0.58 1.50 0.00
H -3.90913 3.68442 -2.76741 0.05 0.10 -0.19 0.00
H -2.19687 3.22634 -2.86546 -0.21 0.15 0.13 0.00
H -2.65484 4.93799 -2.67549 -0.07 -0.17 0.09 0.00
C -3.84249 4.12351 -0.04201 0.64 -0.05 -0.43 0.01
C -5.11759 4.76791 -0.47658 -0.47 0.02 -0.10 0.00
H -3.71940 3.90707 1.02951 0.04 0.11 -0.49 0.00
H -5.56690 4.20010 -1.31131 0.06 0.29 0.19 0.00
H -4.99096 5.81014 -0.80679 -0.03 -0.19 0.01 0.00
H -5.84467 4.77273 0.34247 0.01 0.06 -0.12 0.00
Pt 0.26075 -0.60858 -0.40715 -1.89 0.03 -1.59 1.18
Cl 1.72898 0.54703 -1.84756 0.98 0.56 -0.82 0.23
Cl -0.62131 -2.87299 -1.56656 0.72 -0.40 0.72 0.11
H 4.12599 -4.73072 0.28761 -0.14 -0.14 -0.26 0.00
H 4.82247 -3.56380 -2.76347 -0.24 -0.31 -0.03 0.00
C 3.53364 -5.15400 -0.54114 -0.07 -0.10 0.21 0.00
C 3.87958 -4.14184 -2.79863 -0.05 0.39 -0.11 0.00
N 3.19608 -4.14144 -1.51913 0.22 0.00 -0.11 0.00
H 2.61674 -5.58358 -0.11649 0.25 0.09 -0.07 0.00
C 2.44618 -3.09887 -1.12065 -0.65 -0.11 1.53 0.00
O 1.94234 -3.06217 0.01690 0.94 -0.09 -1.55 0.00
H 3.22263 -3.67776 -3.55040 0.28 -0.23 0.15 0.00
H 2.33006 -2.30228 -1.88346 -0.11 -0.19 0.32 0.00
H 4.10233 -5.93092 -1.05824 -0.05 0.03 0.24 0.00
H 4.09469 -5.18243 -3.07331 -0.07 0.37 -0.11 0.00
H -4.15877 -0.09219 -0.74803 0.18 -0.22 0.24 0.00
H -4.28624 1.40296 1.70163 0.04 -0.19 -0.07 0.00
C -4.25742 -0.91939 -0.02813 0.21 0.05 0.08 0.00
C -4.36318 0.37598 2.08528 0.26 0.21 0.03 0.00
N -3.61255 -0.55054 1.24253 -0.08 0.01 -0.06 0.01
H -3.80353 -1.83563 -0.43209 -0.09 0.38 0.17 0.00
C -2.29664 -0.67979 1.42946 0.82 -0.54 -0.83 0.02
O -1.53441 -1.36644 0.69323 -1.83 0.70 1.62 0.06
H -3.97413 0.34586 3.11234 -0.12 0.00 -0.26 0.00
H -1.90108 -0.14536 2.32657 -0.26 -0.56 -0.47 0.00
H -5.32173 -1.07694 0.18053 0.20 -0.14 -0.05 0.00
H -5.41785 0.09518 2.09265 0.12 -0.13 0.07 0.00
O -2.45324 1.62441 -0.39464 0.25 -1.12 1.26 0.12
C -1.78349 2.77965 -0.37604 -0.69 0.71 -0.11 0.00
C -1.47899 2.56100 2.15235 -0.21 0.27 0.21 0.00
C -1.16746 3.22055 0.97010 -0.14 0.28 -0.50 0.00
H -2.11373 1.67858 2.07591 0.19 0.50 0.02 0.00
C -1.07687 3.08397 3.38867 0.14 0.00 -0.48 0.00
H -0.98687 2.83271 -1.13655 0.60 -0.03 -0.06 0.00
C -0.36168 4.36472 1.01706 -0.19 -0.14 0.40 0.00
H -1.40778 2.60536 4.30697 0.13 0.02 -0.03 0.00
C -0.27343 4.22439 3.43421 -0.29 -0.25 0.05 0.00
C 0.08295 4.86101 2.24789 0.12 -0.04 -0.62 0.00
H -0.12676 4.85418 0.06398 0.03 -0.04 0.45 0.00
H 0.05201 4.60555 4.39860 0.02 0.05 -0.16 0.00
H 0.72813 5.74064 2.26368 -0.17 -0.18 0.09 0.00
Si -1.32135 -1.76697 -3.35334 -0.77 1.41 -2.79 0.00
Cl -1.41989 -0.00449 -1.99517 -0.96 -0.99 -1.75 0.11
C -2.62037 -3.12790 -3.66322 -0.15 -0.80 0.10 0.00
C 0.31453 -1.75695 -4.32206 0.53 -0.55 0.03 0.00
C -2.15436 -0.72156 -4.81479 -0.18 0.70 0.48 0.01
H -3.39803 -3.14101 -2.88730 0.19 0.03 0.02 0.00
H -2.17969 -4.13334 -3.68216 0.02 0.07 0.25 0.00
H -3.13989 -3.01578 -4.62326 0.19 0.23 0.20 0.00
H -3.21048 -0.49947 -4.61932 -0.02 0.10 -0.02 0.00
H -2.11850 -1.27933 -5.76392 0.10 -0.07 0.29 0.00
H -1.63294 0.23309 -4.97386 -0.12 -0.06 -0.01 0.00
H 1.03861 -1.07326 -3.86192 -0.12 -0.16 0.06 0.00
H 0.18061 -1.42273 -5.36329 -0.16 -0.08 0.44 0.00
H 0.76729 -2.75340 -4.37666 0.13 -0.03 0.15 0.00
C 5.91028 -2.04990 1.25366 -0.07 -0.07 -0.25 0.00
C 5.10401 -2.25833 2.37003 -0.08 0.11 0.28 0.00
C 3.83281 -1.67588 2.45357 0.42 -0.13 -0.49 0.00
C 3.37708 -0.95266 1.35989 -0.79 0.41 0.43 0.00
C 4.16687 -0.72400 0.23906 0.18 -0.12 -0.08 0.00
C 5.43534 -1.29230 0.17292 -0.07 -0.01 0.40 0.00
As 1.56615 -0.13730 1.37138 2.17 0.25 2.91 0.07
C 0.74750 -0.91212 2.98682 0.14 0.24 -0.25 0.01
C 0.57195 -2.29971 3.00700 0.06 -0.09 0.15 0.00
C 0.05008 -2.91144 4.15270 0.06 0.38 -0.24 0.00
C -0.33440 -2.13113 5.24705 0.15 0.27 -0.14 0.00
C -0.22943 -0.73428 5.18188 -0.12 -0.14 -0.12 0.00
C 0.27999 -0.11674 4.03427 0.10 -0.44 0.19 0.00
C 2.27002 1.64050 1.97226 -0.18 -0.79 -0.43 0.03
C 2.70721 1.78266 3.28528 0.10 0.51 0.04 0.01
C 3.31274 2.98514 3.66848 -0.05 -0.26 -0.07 0.00
C 3.55808 3.98147 2.72250 -0.05 -0.06 0.01 0.00
C 3.18422 3.78724 1.39213 -0.02 -0.15 0.11 0.00
C 2.52971 2.61374 1.00925 -0.11 0.11 0.21 0.00
H 6.91594 -2.47672 1.22370 -0.33 0.06 -0.03 0.00
H 5.46225 -2.87663 3.19492 0.00 0.22 -0.17 0.00
H 3.20258 -1.78375 3.33619 0.23 -0.16 -0.21 0.00
H 3.77254 -0.11430 -0.57845 0.16 -0.29 0.18 0.00
H 6.04413 -1.14025 -0.71473 0.01 0.00 0.17 0.00
H 0.84872 -2.88846 2.12127 -0.04 0.21 0.44 0.00
H -0.04264 -3.99405 4.17830 -0.07 0.16 0.04 0.00
H -0.71631 -2.60838 6.14959 0.07 0.13 -0.21 0.00
H -0.53572 -0.11692 6.02895 -0.01 -0.21 -0.23 0.00
H 0.32859 0.96810 3.94747 0.02 -0.28 0.18 0.00
H 2.57641 0.96426 3.99597 0.07 0.37 -0.13 0.00
H 3.59456 3.13676 4.71014 0.03 -0.04 -0.23 0.00
H 4.04548 4.90999 3.03569 -0.18 -0.31 -0.17 0.00
H 3.38241 4.55694 0.64999 -0.02 -0.11 0.11 0.00
H 2.21708 2.43742 -0.02319 0.09 0.17 0.29 0.00
```
Positions in Å, forces in eV/Å.

Properties
**DFT total energy**: -5838.9872 hartree
**2S+1**: 3
**E_HOMO (alpha / beta)**: -0.1406 / -0.1284 hartree
**Charge**: -1
**Energy relative to the best compared isomer or geometry (same formula, charge and spin)**: 5.2 kcal per mole
**Orbital gap (alpha / beta)**: 6.2205 / 4.1872 eV